Record 1
Density functional theory data (ωB97M-V/def2-TZVPD) for C32H40BCl5F2LaN4O3P as an isolated structure at a distorted geometry.

Output
- M (g mol⁻¹) = 924.65
- maximum force (hartree/bohr) = 0.0732
- Kohn-Sham gap (spin up / spin down) (eV) = 2.91 / 2.90
- energy relative to the best compared isomer or geometry (same formula, charge and spin) (eV) = 2.8264
- electronic energy (Eh) = -4586.7902
- E_LUMO (spin up / spin down) (Eh) = 0.1466 / 0.1466
- charge = -2
- HOMO (spin up / spin down) (eV) = 1.08 / 1.08

CARTESIAN COORDINATES (ANGSTROEM)
La1 -0.98849 -1.62825 0.47291
O1 4.63491 -1.70345 -0.44199
C1 4.59361 -2.25265 0.77511
C2 5.77331 -2.33945 1.51441
C3 5.78301 -2.91255 2.77211
C4 4.61481 -3.42845 3.31161
C5 3.43931 -3.34755 2.59051
C6 3.39631 -2.75635 1.33011
C7 2.09221 -2.69725 0.60691
O2 1.05401 -3.18085 1.13081
N1 2.19201 -2.17095 -0.60859
N2 1.05301 -2.13055 -1.36579
C8 1.26721 -1.99775 -2.63459
C9 0.26651 -2.05945 -3.66399
C10 0.61231 -1.72745 -4.98229
C11 -0.28279 -1.83995 -6.02429
C12 -1.58839 -2.24875 -5.77129
C13 -1.97359 -2.54505 -4.47969
C14 -1.06279 -2.50505 -3.42419
O3 -1.42669 -2.93015 -2.20259
H1 3.65111 -1.76185 -0.77789
H2 6.68401 -1.95045 1.07691
H3 6.71091 -2.96165 3.32941
H4 4.62931 -3.89425 4.28811
H5 2.51931 -3.75585 2.98411
H6 2.30411 -1.87195 -2.98329
H7 1.61841 -1.37595 -5.18219
H8 0.02921 -1.61835 -7.03789
H9 -2.29549 -2.34965 -6.58619
H10 -2.98759 -2.84965 -4.26099
Cl1 -3.04369 0.22725 3.55641
C15 -3.50229 -1.40605 3.22651
C16 -2.76309 -2.09235 2.27281
C17 -3.13029 -3.43525 2.11351
Cl2 -2.10439 -4.35635 1.07241
C18 -4.21599 -4.01005 2.75831
Cl3 -4.68379 -5.64535 2.45721
C19 -4.93619 -3.26285 3.68731
Cl4 -6.25679 -3.96825 4.53951
C20 -4.54889 -1.95495 3.95911
Cl5 -5.33529 -1.07705 5.22771
N3 0.23821 -1.41405 3.22121
H11 -0.06419 -0.82145 3.98621
H12 1.19701 -1.19375 2.97941
H13 0.20181 -2.38645 3.50911
C21 1.96791 1.39755 -1.68629
C22 0.82441 2.40995 -1.67819
C23 1.36321 3.81885 -1.90849
C24 -0.09239 2.02165 -2.83649
P1 -0.22829 2.03165 -0.07289
N4 -0.39739 0.56305 0.20161
C25 -1.91369 3.02575 -0.29189
C26 -2.81999 2.13735 -1.14329
C27 -2.52009 3.03625 1.11361
C28 -1.90859 4.44985 -0.84639
C29 0.72281 2.92055 1.39771
C30 2.16551 2.42795 1.28251
C31 0.17031 2.28245 2.67201
C32 0.72891 4.44025 1.53261
H14 2.23941 1.13285 -2.70799
H15 1.63051 0.49635 -1.17849
H16 2.86071 1.76835 -1.19449
H17 1.82741 3.86505 -2.89779
H18 2.12211 4.08245 -1.17459
H19 0.57541 4.56705 -1.86969
H20 0.49021 1.86975 -3.74879
H21 -0.83369 2.78925 -3.04449
H22 -0.59839 1.08685 -2.59539
H23 -2.60619 1.09225 -0.91989
H24 -2.67869 2.29135 -2.20799
H25 -3.87279 2.32475 -0.92089
H26 -2.39289 2.05325 1.55861
H27 -3.59059 3.25215 1.07331
H28 -2.05889 3.78275 1.75451
H29 -1.64099 4.47495 -1.90109
H30 -1.22489 5.09225 -0.29659
H31 -2.91409 4.87465 -0.76019
H32 2.16271 1.36305 1.05671
H33 2.69981 2.58085 2.22481
H34 2.71581 2.95365 0.50781
H35 -0.09149 1.24925 2.44001
H36 -0.70999 2.79285 3.05031
H37 0.92391 2.28825 3.46271
H38 1.08091 4.92875 0.62801
H39 1.39941 4.71615 2.35271
H40 -0.25669 4.83445 1.77071
F1 -3.49479 -2.87065 -1.01069
B1 -2.35129 -2.11315 -1.40439
F2 -2.83969 -0.99415 -2.10519

Forces on atoms 1 to 3 (eV/Å):
3.319 0.408 1.725
0.077 0.025 0.160
-0.133 0.053 -0.226

Record 2
Density functional theory data (ωB97M-V/def2-TZVPD) for C32H40BMnN10S4 as an isolated structure.

Output
- spin multiplicity = 2
- M (g mol⁻¹) = 758.76
- maximum force (hartree/bohr) = 0.0172
- Kohn-Sham gap (spin up / spin down) (eV) = 6.77 / 6.34
- electronic energy (Eh) = -4559.7752
- E_LUMO (spin up / spin down) (Eh) = 0.0849 / 0.0849
- <S²> = 1.21
- charge = -1
- HOMO (spin up / spin down) (eV) = -4.46 / -4.02

CARTESIAN COORDINATES (ANGSTROEM)
Mn1 -0.58539 -0.69859 0.23928
C1 1.27829 -2.35450 6.26490
C2 1.25084 -2.65307 4.76595
C3 2.32842 -3.67704 4.39020
C4 -0.10242 -3.24897 4.39680
N1 1.57988 -1.38603 4.04882
C5 2.86682 -0.86697 4.14690
C6 2.95970 0.14515 3.27172
N2 1.73875 0.28475 2.64903
B1 1.55904 1.07921 1.32879
N3 1.42738 2.58156 1.61424
C7 1.26291 3.13207 2.87245
C8 0.79934 4.38242 2.72591
N4 0.67910 4.63149 1.36000
C9 1.04221 3.49625 0.67371
S1 1.07422 3.22356 -0.98673
C10 -0.06838 5.78582 0.78871
C11 -0.30257 6.81940 1.89185
C12 0.75094 6.45346 -0.31604
C13 -1.41559 5.28802 0.26818
N5 2.77443 0.70626 0.45552
C14 3.76029 1.50993 -0.05989
C15 4.52589 0.74647 -0.85802
N6 4.00028 -0.54477 -0.84275
C16 2.89776 -0.54821 -0.03692
S2 1.78632 -1.79883 0.33696
C17 4.63655 -1.60348 -1.67961
C18 4.46605 -1.19369 -3.14562
C19 6.11972 -1.65825 -1.29934
C20 4.04982 -2.99581 -1.48515
C21 0.89104 -0.65637 3.12600
S3 -0.74424 -0.76299 2.64426
H1 1.08284 -3.26980 6.82589
H2 0.50958 -1.62251 6.51614
H3 2.24654 -1.96264 6.58118
H4 2.06688 -4.64542 4.81802
H5 3.31512 -3.40270 4.76495
H6 2.38448 -3.77575 3.30522
H7 -0.18562 -4.19348 4.93994
H8 -0.18309 -3.44725 3.33024
H9 -0.92982 -2.60528 4.68055
H10 3.59858 -1.26983 4.82120
H11 3.79936 0.76983 3.02092
H12 0.60555 0.72491 0.70684
H13 1.48527 2.57977 3.76739
H14 0.58175 5.12033 3.47229
H15 0.63376 7.11587 2.36841
H16 -0.99365 6.45671 2.65400
H17 -0.74537 7.70689 1.44035
H18 1.72981 6.75278 0.06547
H19 0.22139 7.34826 -0.64917
H20 0.89796 5.78428 -1.15938
H21 -1.98599 4.82158 1.07427
H22 -1.28010 4.55402 -0.52350
H23 -1.99237 6.12698 -0.12866
H24 3.80437 2.56216 0.15690
H25 5.37739 1.00853 -1.45631
H26 5.04527 -0.30141 -3.39114
H27 3.41512 -0.99270 -3.35715
H28 4.79436 -2.00698 -3.79357
H29 6.62651 -0.70506 -1.45093
H30 6.61873 -2.40602 -1.91720
H31 6.22921 -1.94640 -0.25265
H32 3.02648 -3.08111 -1.83872
H33 4.08008 -3.30732 -0.44328
H34 4.66267 -3.67939 -2.07704
S4 -3.63071 2.24753 -1.15305
C22 -4.07417 1.86645 0.46181
C23 -3.24789 0.93372 1.01363
C24 -2.21387 0.45860 0.13766
C25 -2.33037 1.10760 -1.06830
C26 -1.40079 0.79142 -2.12663
C27 -1.44617 1.28678 -3.42937
C28 -0.53505 0.82738 -4.35802
C29 0.40515 -0.12030 -3.97489
C30 0.40842 -0.54398 -2.65979
N7 -0.45693 -0.09824 -1.74498
H35 -4.91833 2.36134 0.91870
H36 -3.37394 0.59141 2.03372
H37 -2.20420 2.01073 -3.69843
H38 -0.56507 1.19298 -5.37738
H39 1.11280 -0.54476 -4.67331
H40 1.12135 -1.28054 -2.30837
N8 -1.09817 -2.63644 -0.36520
C31 -0.86635 -3.36205 -1.24851
N9 -0.67531 -4.23008 -2.18958
C32 0.27697 -4.01382 -3.07354
N10 1.08364 -3.89634 -3.90214

Forces on atoms 1 to 3 (eV/Å):
0.758 -0.169 0.429
0.000 -0.006 0.020
0.014 0.039 -0.020

Record 3
Density functional theory data (ωB97M-V/def2-TZVPD) for C32H40CdClN2O2SeSi as an isolated structure.

Output
- M (g mol⁻¹) = 739.60
- maximum force (hartree/bohr) = 0.0131
- Kohn-Sham gap (eV) = 6.08
- energy relative to the best compared isomer or geometry (same formula, charge and spin) (eV) = 0.8092
- electronic energy (Eh) = -4822.3893
- E_LUMO (Eh) = 0.0775
- charge = -1
- HOMO (eV) = -3.98

CARTESIAN COORDINATES (ANGSTROEM)
Cd1 -0.32890 0.69195 0.24271
C1 -1.57235 2.03613 -1.08337
C2 -0.90768 3.30420 -0.81591
C3 -1.56992 3.93212 0.20830
C4 -2.71310 3.14300 0.58166
C5 -2.74420 2.01785 -0.20506
C6 -3.84451 1.00749 -0.36019
C7 -3.63092 3.49782 1.71634
C8 -1.13936 5.17730 0.92334
C9 0.33367 3.78186 -1.51176
C10 -1.67857 1.46352 -2.48559
H1 -4.42043 1.21618 -1.26921
H2 -4.54108 1.03048 0.48064
H3 -3.44791 -0.00751 -0.45273
H4 -4.56207 2.92904 1.67623
H5 -3.88831 4.55952 1.69539
H6 -3.15217 3.29841 2.68236
H7 -1.97193 5.87504 1.05104
H8 -0.34656 5.68911 0.37626
H9 -0.75215 4.93219 1.91861
H10 1.23502 3.49396 -0.96259
H11 0.33055 4.87000 -1.60957
H12 0.41171 3.35768 -2.51366
H13 -2.50789 1.94423 -3.02226
H14 -1.85534 0.38727 -2.48041
H15 -0.76447 1.64379 -3.05276
Cl1 6.74952 2.02236 1.72626
C11 5.00142 2.05261 1.63634
C12 4.34774 3.24392 1.28583
C13 2.98269 3.27482 1.22291
C14 2.16327 2.12040 1.46844
O1 0.89972 2.20844 1.42478
C15 2.87841 0.91518 1.81616
C16 2.19570 -0.30439 2.12836
N1 0.98643 -0.56910 1.80245
C17 0.34568 -1.74678 2.15795
C18 0.94825 -2.97931 2.24928
C19 0.19780 -4.12902 2.54651
C20 -1.15123 -4.05917 2.74959
C21 -1.80936 -2.81170 2.66926
C22 -3.19755 -2.65525 2.85522
C23 -3.75373 -1.40909 2.77324
C24 -2.92143 -0.31336 2.48518
N2 -1.63184 -0.42136 2.28068
C25 -1.06301 -1.64783 2.37374
C26 4.28098 0.92620 1.91879
H16 4.93325 4.13055 1.07803
H17 2.46382 4.19143 0.97008
H18 2.77300 -1.03402 2.71337
H19 2.00662 -3.07552 2.03832
H20 0.70362 -5.08544 2.60065
H21 -1.72828 -4.95062 2.96383
H22 -3.80607 -3.53027 3.05200
H23 -4.81674 -1.25613 2.90176
H24 -3.33005 0.68934 2.41572
H25 4.79709 0.01768 2.21253
C27 -1.10148 -5.14627 -1.98057
Si1 -0.53650 -3.42199 -2.53696
C28 -1.38347 -3.02795 -4.18844
C29 1.31370 -3.57441 -2.94548
Se1 -1.08026 -1.94695 -0.95878
H26 -0.90461 -5.91078 -2.73917
H27 -2.17248 -5.13282 -1.76856
H28 -0.58494 -5.42865 -1.06034
H29 -1.29682 -3.85929 -4.89585
H30 -0.93292 -2.14204 -4.64159
H31 -2.44205 -2.81788 -4.02644
H32 1.46442 -4.28227 -3.76657
H33 1.88142 -3.92799 -2.08167
H34 1.71870 -2.60758 -3.25239
C30 4.05028 0.22534 -2.27257
C31 2.85657 -0.23107 -1.46099
C32 2.92364 -1.61565 -0.87339
O2 1.92144 0.51071 -1.27603
H35 4.65935 -0.60848 -2.61588
H36 4.66015 0.86902 -1.63256
H37 3.71857 0.82365 -3.12035
H38 3.36338 -2.32114 -1.57610
H39 1.92166 -1.93874 -0.58645
H40 3.56534 -1.57395 0.01206

Forces on atoms 1 to 3 (eV/Å):
0.085 -0.138 0.022
-0.140 0.049 -0.269
-0.021 -0.103 -0.065

Record 4
Density functional theory data (ωB97M-V/def2-TZVPD) for a 8-piece molecular cluster, C32H40Cl2F7NO22 overall.

Output
- M (g mol⁻¹) = 994.55
- maximum force (hartree/bohr) = 0.0193
- Kohn-Sham gap (eV) = 9.21
- SMILES = C#CCCC[C@@H](CNCl)OCC[C@H](C)Cl.O=C1OC[C@@H](F)O1.O=C1OC[C@@H](F)O1.O=C1OC[C@@H](F)O1.O=C1OC[C@@H](F)O1.O=C1OC[C@@H](F)O1.O=C1OC[C@@H](F)O1.O=C1OC[C@@H](F)O1
- energy relative to the best compared isomer or geometry (same formula, charge and spin) (eV) = 0.0000
- electronic energy (Eh) = -4572.8341
- E_LUMO (Eh) = 0.0169
- charge = 0
- HOMO (eV) = -8.75

CARTESIAN COORDINATES (ANGSTROEM)
C1 -4.18527 -1.29190 0.19014
C2 -3.00063 -1.38874 0.07154
C3 -1.54281 -1.40600 -0.06742
C4 -1.09620 -0.27492 -1.04226
C5 0.22624 -0.59221 -1.77596
C6 1.37610 0.30506 -1.30565
C7 2.02212 -0.35737 -0.09773
N1 3.05865 0.51617 0.47069
Cl1 3.42247 0.03226 2.09348
O1 2.36464 0.48988 -2.30853
C8 2.58798 1.83872 -2.69157
C9 1.75707 2.25668 -3.91827
C10 0.67285 3.30566 -3.68061
C11 1.08664 4.49361 -2.82916
Cl2 -0.84791 2.58426 -3.02802
H1 -5.24002 -1.12947 0.18001
H2 -1.10771 -1.23783 0.91946
H3 -1.22481 -2.37077 -0.46408
H4 -1.00037 0.62788 -0.43454
H5 -1.91003 -0.08972 -1.74018
H6 0.45419 -1.63911 -1.55610
H7 0.09518 -0.53501 -2.85541
H8 0.95831 1.26367 -0.98410
H9 2.48106 -1.31063 -0.35816
H10 1.23682 -0.55432 0.64655
H11 2.68232 1.46068 0.52919
H12 3.64160 1.87160 -2.98155
H13 2.48429 2.52429 -1.84939
H14 1.25464 1.35293 -4.26876
H15 2.37919 2.59999 -4.73980
H16 0.39288 3.69628 -4.65908
H17 1.22995 4.21282 -1.78611
H18 0.31321 5.26148 -2.86448
H19 2.00124 4.92424 -3.24300
C12 -9.04268 -0.87051 2.51429
C13 -7.57447 -1.18834 2.36913
O2 -7.12380 -0.14004 1.51495
C14 -7.93108 0.93080 1.73736
O3 -7.68322 2.03929 1.39384
O4 -9.04499 0.55948 2.40924
F1 -7.37567 -2.37129 1.73725
H20 -9.63165 -1.29511 1.69996
H21 -9.45616 -1.19378 3.46542
H22 -7.01527 -1.16471 3.29415
C15 -0.82645 2.28565 2.94382
C16 0.26335 2.91457 3.77911
O5 1.37250 2.89403 2.88952
C17 0.87706 2.94526 1.62981
O6 1.52530 3.18764 0.65935
O7 -0.44363 2.68255 1.61765
F2 0.55968 2.18089 4.87375
H23 -0.81218 1.19748 3.01585
H24 -1.82039 2.64821 3.19107
H25 0.06543 3.94340 4.08332
C18 -6.17915 4.13426 4.11886
C19 -6.70125 3.70173 5.46955
O8 -5.78660 2.68423 5.83671
C20 -4.60155 2.96271 5.22796
O9 -3.56536 2.46339 5.51377
O10 -4.77146 3.89298 4.25834
F3 -7.94507 3.17363 5.39168
H26 -6.57804 3.51346 3.31424
H27 -6.37824 5.17960 3.90007
H28 -6.69494 4.48367 6.23103
C21 -4.81143 -5.89332 4.31955
C22 -6.19923 -6.28014 3.86259
O11 -6.97051 -5.15866 4.26117
C23 -6.14235 -4.07996 4.25882
O12 -6.50800 -2.95194 4.28725
O13 -4.85136 -4.46716 4.20382
F4 -6.65669 -7.38472 4.49737
H29 -4.64121 -6.17034 5.36063
H30 -4.02167 -6.31021 3.70103
H31 -6.29995 -6.42049 2.78539
C24 4.95726 2.31937 -8.44395
C25 5.31646 3.77492 -8.25144
O14 4.06326 4.35747 -7.94401
C26 3.29967 3.39243 -7.35643
O15 2.30315 3.59445 -6.75023
O16 3.84718 2.16953 -7.55443
F5 5.80395 4.33376 -9.38460
H32 4.63551 2.11926 -9.46674
H33 5.76105 1.63822 -8.17847
H34 6.01255 3.96588 -7.43294
C27 4.25259 -3.27529 1.17792
C28 5.23905 -4.40910 1.08847
O17 4.43411 -5.48536 0.62558
C29 3.41993 -4.93844 -0.10368
O18 2.71613 -5.54512 -0.83960
O19 3.33352 -3.60700 0.12599
F6 5.74805 -4.72909 2.30950
H35 3.72236 -3.26779 2.13155
H36 4.70442 -2.30561 1.01568
H37 6.05386 -4.24539 0.39263
C30 9.32652 -3.29528 -1.91015
C31 9.52214 -1.79624 -1.88719
O20 8.21158 -1.32390 -1.62911
C32 7.56272 -2.29066 -0.92808
O21 6.54839 -2.13509 -0.33536
O22 8.24026 -3.46236 -0.99306
F7 9.94175 -1.31970 -3.08259
H38 9.02671 -3.64464 -2.89877
H39 10.20078 -3.84984 -1.58091
H40 10.19361 -1.43775 -1.10538

Forces on atoms 1 to 3 (eV/Å):
-0.710 0.180 -0.230
0.600 -0.067 0.233
-0.369 0.434 -0.468

Question: Among the records above, which one has the lowest electronic energy?
Answer: C32H40CdClN2O2SeSi

Question: Look up the charge of the fourth one.
Answer: 0

Question: Among the records above, which one has the highest M?
Answer: C32H40Cl2F7NO22